Entry i
Density functional theory data (ωB97M-V/def2-TZVPD) for an isolated molecule of C5H7N.

Geometry as ORCA input:
```
! wB97M-V def2-TZVPD RIJCOSX def2/J DEFGRID3
* xyz 0 1
C 1.060 0.502 1.417
N 0.298 -0.005 0.311
C -0.558 0.899 -0.227
C -1.291 0.248 -1.199
C -0.781 -1.084 -1.275
C 0.216 -1.208 -0.336
H 0.445 0.618 2.316
H 1.261 1.591 1.133
H 1.872 -0.211 1.624
H -0.272 1.890 0.169
H -2.063 0.652 -1.838
H -1.063 -1.854 -1.985
H 0.874 -2.039 -0.109
*
```

## Properties
HOMO level, Ha: -0.304

Entry ii
Density functional theory data (ωB97M-V/def2-TZVPD) for an isolated molecule of C5H7N.

Geometry as ORCA input:
```
! wB97M-V def2-TZVPD RIJCOSX def2/J DEFGRID3
* xyz 0 1
C -0.799 -0.106 -1.706
C -0.985 0.649 -2.730
C 1.240 0.391 0.285
C 0.164 -0.342 0.480
C -0.233 -0.806 1.814
N -0.549 -0.739 -0.681
H -0.390 0.516 -3.650
H -1.828 1.373 -2.688
H 1.894 0.627 1.223
H 1.558 0.545 -0.761
H 0.148 0.005 2.581
H 0.239 -1.856 1.954
H -1.351 -0.951 2.100
*
```

## Properties
HOMO level, Ha: -0.324

Quick one: least stable of them? entry ii